Here is a molecular structure, C14H21Cl2MoN5O2STe from the Open Molecules 2025 dataset. Energies are from ωB97M-V/def2-TZVPD.

Computed properties:
* HOMO level (spin up / spin down): -14.30 / -14.28 eV
* energy above the lowest of the compared OMol25 structures with the same formula, charge and spin: 4.4 kcal/mol
* E_tot: -2624.5927 hartree
* E_LUMO (spin up / spin down): -8.29 / -7.49 eV
* total charge: +2

Element x y z (Å)
Te (-0.5986, -1.7861, 0.1989)
Mo (0.3337, -0.1627, 1.9644)
Cl (1.2955, 1.3572, 0.1154)
Cl (-1.1583, 2.9212, -0.2362)
S (2.2944, -1.1089, 2.5917)
O (0.1411, 3.8170, 2.7468)
O (-0.0234, 1.5875, 2.5972)
N (-0.5305, -0.9079, 3.8565)
N (3.0900, -2.7922, -0.0203)
N (5.4042, -0.1349, 0.3934)
N (4.5118, 0.0155, 1.4032)
N (3.8506, -1.6823, 0.3397)
C (-0.7870, -0.8476, -2.8758)
C (5.0013, -1.1853, -0.2555)
C (3.5581, -0.8971, 1.3936)
C (-3.1834, -0.1411, 1.5738)
C (-3.9091, 1.1026, -1.9347)
C (-1.8968, -0.2575, -2.0491)
C (-3.0513, 0.0635, 0.0893)
C (-2.8522, 0.5466, -2.6517)
C (5.6465, -1.7811, -1.4457)
C (-4.9294, 1.9582, -2.6254)
C (-2.0147, -0.4840, -0.6708)
C (0.1654, 2.8323, 2.0948)
C (0.3792, 2.8633, 0.5806)
C (-3.9897, 0.8468, -0.5693)
H (2.9320, -2.7760, -1.0219)
H (-0.4462, -0.1578, 4.5442)
H (-4.1030, 0.3072, 1.9445)
H (6.5406, -1.2090, -1.6784)
H (1.0054, 3.7000, 0.2902)
H (-3.1979, -1.2004, 1.8426)
H (0.1939, -0.5081, -2.5309)
H (-1.5237, -1.1228, 3.7935)
H (4.6416, 0.7540, 2.0809)
H (4.9804, -1.7560, -2.3094)
H (-0.8862, -0.5529, -3.9180)
H (-0.0840, -1.7245, 4.2695)
H (-0.8018, -1.9403, -2.8439)
H (3.5879, -3.6414, 0.2300)
H (5.9296, -2.8169, -1.2552)
H (-2.7785, 0.7347, -3.7166)
H (-5.3147, 1.4578, -3.5137)
H (-2.3633, 0.3529, 2.1120)
H (-5.7664, 2.1904, -1.9706)
H (-4.8106, 1.2677, -0.0010)
H (-4.4824, 2.8986, -2.9527)

Here are the natural (NBO) charges for atoms 1 to 5, given in e: 0.61 0.63 0.10 0.10 0.09

Here is 21 unconnected molecules or ions with the total composition C26H13Cl80NO2 from the Open Molecules 2025 dataset. Energies are from ωB97M-V/def2-TZVPD.

Computed properties:
* HOMO level: -9.11 eV
* E_tot: -38018.7455 hartree
* E_LUMO: -0.12 eV
* total charge: 0

Element x y z (Å)
Cl (2.9078, -4.5529, -2.2145)
Cl (-12.4321, -4.8247, -1.4880)
Cl (-5.8765, -3.0857, 2.9777)
Cl (4.2721, -9.5710, 3.7716)
Cl (-10.1831, -3.3486, -2.5195)
Cl (3.6551, -7.7999, 8.0300)
Cl (0.4045, -3.4149, 6.2305)
Cl (3.9882, -10.1248, 0.9564)
Cl (-12.4951, -3.0939, 8.3431)
Cl (-4.5799, -5.1994, 4.4438)
Cl (3.6798, -6.4889, -0.2137)
Cl (-8.9240, 3.0058, -2.1594)
Cl (-0.4360, 13.6850, -10.6688)
Cl (-5.4188, -2.8074, 5.8186)
Cl (8.5998, -1.9902, 2.1455)
Cl (-1.4944, 16.2648, -11.4038)
Cl (-10.0731, 5.0900, -3.7987)
Cl (-12.1158, -0.3511, 9.1516)
Cl (3.9674, -3.6680, 0.3050)
Cl (3.0826, -0.4063, -6.2685)
Cl (1.5163, 1.9441, -5.6774)
Cl (4.6059, 12.0032, -7.3783)
Cl (11.3338, 2.1380, 4.5451)
Cl (2.1893, 2.7060, -1.5207)
Cl (4.6214, 10.7414, -9.9713)
Cl (-10.2483, -1.5943, 7.3397)
Cl (-10.0642, -3.1356, 1.7402)
Cl (1.3722, -6.2022, 7.2961)
Cl (1.9331, -4.7316, 4.1377)
Cl (6.5456, -9.3335, 2.0241)
Cl (-13.0027, 0.3515, -5.6596)
Cl (-7.4851, 5.4655, -2.5877)
Cl (7.8736, -6.5510, 4.1065)
Cl (13.5910, 1.1197, 6.0076)
Cl (-2.1870, -3.8716, -1.7635)
Cl (-12.9111, -0.9646, 6.4479)
Cl (9.4749, 0.6448, 1.3703)
Cl (-12.8559, -2.7399, -3.4344)
Cl (2.3854, 10.3600, -8.1931)
Cl (-4.8971, -2.8834, -1.8381)
Cl (-0.9138, -5.1421, 4.3241)
Cl (-10.7306, 0.4280, -7.4337)
Cl (2.5691, 8.0148, -5.9126)
Cl (2.4314, 0.2461, -3.5320)
Cl (-12.0554, -2.0660, -0.7481)
Cl (-8.7205, -2.4617, 4.1821)
Cl (-11.1489, -1.0773, 3.4421)
Cl (5.4673, -11.9374, 2.6377)
Cl (5.1382, -5.8095, 3.5801)
Cl (0.8643, 5.7027, -5.6790)
Cl (-0.6599, 2.8276, -1.5313)
Cl (0.8042, 4.0476, 0.6304)
Cl (-3.5806, -3.2835, 0.6937)
Cl (5.5641, 2.7074, -2.0705)
Cl (0.9887, -8.7877, 8.5238)
Cl (-10.4391, -0.6137, -4.7603)
Cl (8.0028, 3.9032, -1.0934)
Cl (0.2860, 8.0836, -4.1560)
Cl (2.8137, 12.9242, -9.4425)
Cl (7.1870, -3.7801, 3.6922)
Cl (7.8002, 1.0416, -1.3843)
Cl (-10.8490, 2.2045, -5.1627)
Cl (10.9011, -0.7958, 3.4163)
Cl (-4.3616, -5.5549, -0.8923)
Cl (-9.8565, 5.4476, -0.9477)
Cl (5.6944, -4.9676, -1.6144)
Cl (0.1405, -2.5776, 3.4991)
Cl (-11.2613, -3.8342, 4.2721)
Cl (1.9886, -8.6087, 5.8265)
Cl (1.3541, 15.8144, -11.4102)
Cl (11.8508, 3.0699, 7.2259)
Cl (-0.0937, 8.0714, -7.0139)
Cl (-3.2148, -2.7055, 3.9496)
Cl (7.1006, -5.6325, 1.4840)
Cl (4.3130, 1.8517, -4.9505)
Cl (0.8817, 5.2288, -2.0068)
Cl (7.9220, 2.7248, -3.7262)
Cl (13.5992, 3.8463, 5.0689)
Cl (-0.3081, 14.5681, -13.4097)
Cl (11.0532, -1.6609, 0.6680)
O (3.1158, -1.9781, 2.1950)
O (-0.1294, -0.3240, 2.0475)
N (2.3469, -0.3204, 0.1652)
C (-0.2243, 15.0827, -11.7242)
C (4.4307, -1.4485, 2.1959)
C (-11.2545, 0.5935, -5.7558)
C (5.0700, -10.2415, 2.3478)
C (-10.2995, -2.6270, 3.4155)
C (0.9094, 7.4660, -5.6905)
C (0.9361, -0.1792, -0.1698)
C (0.0403, -0.9556, 0.7732)
C (3.2059, -0.6169, 2.4714)
C (-1.0759, 0.7254, 1.9749)
C (2.8356, 0.9078, -5.1219)
C (3.6052, 11.5087, -8.7481)
C (-3.7549, -3.8989, -0.9484)
C (0.8028, 3.7227, -1.1058)
C (-11.8885, -3.2422, -2.0501)
C (-11.9423, -1.4998, 7.8214)
C (12.5913, 2.5474, 5.7111)
C (-9.0833, 4.7486, -2.3714)
C (6.8250, -5.4427, 3.2148)
C (4.0629, -4.9163, -0.9184)
C (1.9967, -7.8462, 7.4229)
C (-4.7733, -3.4506, 4.3034)
C (7.3247, 2.5959, -2.0683)
C (2.7556, 0.3730, 1.3897)
C (10.0105, -0.9544, 1.9040)
C (0.3938, -3.9757, 4.5436)
H (1.9444, 0.9597, 1.8208)
H (0.6298, 0.8670, -0.2722)
H (-2.0934, 0.3252, 1.9333)
H (0.7916, -0.6346, -1.1540)
H (0.4973, -1.9258, 0.9569)
H (-0.9464, -1.1056, 0.3220)
H (4.9707, -1.4404, 3.1331)
H (-0.8952, 1.3869, 1.1273)
H (2.8963, 0.0656, -0.5901)
H (4.8337, -1.0995, 1.2545)
H (-0.9824, 1.3090, 2.8890)
H (3.6239, 1.0033, 1.1906)
H (3.0547, -0.3058, 3.4960)

Here are the Mulliken charges for atoms 1 to 5, given in e: -0.12 -0.10 -0.12 -0.03 -0.09

Here is C6H9N in the gas phase from the Open Molecules 2025 dataset. Energies are from ωB97M-V/def2-TZVPD.

Computed properties:
* HOMO level: -7.83 eV
* SMILES: Cc1cc[nH]c1C
* energy above the lowest of the compared OMol25 structures with the same formula, charge and spin: 1.4 kcal/mol
* E_tot: -288.7798 hartree
* E_LUMO: 1.07 eV
* total charge: 0

Element x y z (Å)
N (-0.2932, 0.1067, -1.6622)
C (-0.4545, -0.0251, 0.5504)
C (1.9319, -0.0361, -0.5242)
C (0.4368, 0.0058, -0.5002)
C (-1.6323, 0.1393, -1.3747)
C (-0.1354, -0.1091, 2.0161)
C (-1.7646, 0.0585, -0.0156)
H (0.9107, -0.3798, 2.1963)
H (-0.3175, 0.8434, 2.5286)
H (2.3761, 0.9472, -0.7258)
H (-0.7615, -0.8602, 2.5121)
H (0.1057, 0.1360, -2.5859)
H (2.3179, -0.3785, 0.4405)
H (-2.3766, 0.2182, -2.1543)
H (-2.7050, 0.0690, 0.5213)
H (2.3058, -0.7287, -1.2879)

Here are the natural (NBO) charges for atoms 1 to 5, given in e: -0.51 -0.09 -0.64 0.12 -0.07

Here is 2 unconnected molecules or ions with the total composition C4H5Cl2FOS from the Open Molecules 2025 dataset. Energies are from ωB97M-V/def2-TZVPD.

Computed properties:
* HOMO level: -9.00 eV
* energy above the lowest of the compared OMol25 structures with the same formula, charge and spin: 0.0 kcal/mol
* E_tot: -1649.0249 hartree
* E_LUMO: -0.85 eV
* total charge: 0

Element x y z (Å)
Cl (0.7514, 2.1093, 1.9333)
Cl (3.4021, 1.2526, 2.7890)
S (0.5925, -1.9738, -1.9151)
F (2.9417, 3.0657, 1.0543)
O (1.4644, -1.1579, -1.0582)
C (2.4377, 1.8831, 1.4409)
C (-2.7275, -0.5273, -0.2848)
C (-1.4402, -0.7846, -0.5415)
C (-0.9930, -1.6841, -1.5466)
H (-3.0202, 0.1658, 0.4841)
H (-1.7094, -2.2300, -2.1391)
H (-0.6578, -0.2966, 0.0255)
H (-3.5184, -1.0012, -0.8417)
H (2.4766, 1.1790, 0.5999)

Here are the natural (NBO) charges for atoms 1 to 5, given in e: -0.03 -0.02 1.15 -0.32 -0.93

Here is 9 unconnected molecules or ions with the total composition H18O9 from the Open Molecules 2025 dataset. Energies are from ωB97M-V/def2-TZVPD.

Computed properties:
* HOMO level: -10.64 eV
* SMILES: O.O.O.O.O.O.O.O.O
* energy above the lowest of the compared OMol25 structures with the same formula, charge and spin: 49.5 kcal/mol
* E_tot: -687.9470 hartree
* E_LUMO: -0.05 eV
* total charge: 0

Element x y z (Å)
O (0.1465, -0.3598, 0.2615)
O (2.2894, -1.9870, 1.0638)
O (0.2220, 3.4664, 0.2681)
O (-1.6946, 1.5541, 2.1643)
O (-1.1882, -1.9766, -1.4838)
O (1.5014, 1.9570, 2.0978)
O (-2.9225, -1.7079, 0.4725)
O (0.6323, 1.6780, -1.8648)
O (1.1720, -3.3713, -2.5370)
H (0.5420, 2.9660, 1.0187)
H (0.6950, -2.9269, -1.8361)
H (-0.5504, -0.8439, -0.1815)
H (-1.5558, 2.3081, 2.7374)
H (0.1644, 1.6596, -2.6996)
H (1.0848, -2.7901, -3.2926)
H (2.3042, 2.4658, 2.2111)
H (1.6942, -1.3931, 0.6063)
H (-3.5941, -2.3121, 0.7890)
H (0.4791, 0.2439, -0.4027)
H (2.6663, -1.4558, 1.7652)
H (-1.8510, -1.9181, -0.7957)
H (-1.0100, 1.6287, 1.4995)
H (-3.2564, -0.8392, 0.6965)
H (-1.6333, -1.6676, -2.2728)
H (1.7561, 1.0576, 2.3038)
H (0.3485, 2.8834, -0.4805)
H (1.5580, 1.6810, -2.1085)

Here are the natural (NBO) charges for atoms 1 to 5, given in e: -0.98 -0.95 -0.98 -0.95 -0.98

What did the first record say?
Here is a molecular structure, C14H21Cl2MoN5O2STe from the Open Molecules 2025 dataset. Energies are from ωB97M-V/def2-TZVPD.

Computed properties:
* HOMO level (spin up / spin down): -14.30 / -14.28 eV
* energy above the lowest of the compared OMol25 structures with the same formula, charge and spin: 4.4 kcal/mol
* E_tot: -2624.5927 hartree
* E_LUMO (spin up / spin down): -8.29 / -7.49 eV
* total charge: +2

Element x y z (Å)
Te (-0.5986, -1.7861, 0.1989)
Mo (0.3337, -0.1627, 1.9644)
Cl (1.2955, 1.3572, 0.1154)
Cl (-1.1583, 2.9212, -0.2362)
S (2.2944, -1.1089, 2.5917)
O (0.1411, 3.8170, 2.7468)
O (-0.0234, 1.5875, 2.5972)
N (-0.5305, -0.9079, 3.8565)
N (3.0900, -2.7922, -0.0203)
N (5.4042, -0.1349, 0.3934)
N (4.5118, 0.0155, 1.4032)
N (3.8506, -1.6823, 0.3397)
C (-0.7870, -0.8476, -2.8758)
C (5.0013, -1.1853, -0.2555)
C (3.5581, -0.8971, 1.3936)
C (-3.1834, -0.1411, 1.5738)
C (-3.9091, 1.1026, -1.9347)
C (-1.8968, -0.2575, -2.0491)
C (-3.0513, 0.0635, 0.0893)
C (-2.8522, 0.5466, -2.6517)
C (5.6465, -1.7811, -1.4457)
C (-4.9294, 1.9582, -2.6254)
C (-2.0147, -0.4840, -0.6708)
C (0.1654, 2.8323, 2.0948)
C (0.3792, 2.8633, 0.5806)
C (-3.9897, 0.8468, -0.5693)
H (2.9320, -2.7760, -1.0219)
H (-0.4462, -0.1578, 4.5442)
H (-4.1030, 0.3072, 1.9445)
H (6.5406, -1.2090, -1.6784)
H (1.0054, 3.7000, 0.2902)
H (-3.1979, -1.2004, 1.8426)
H (0.1939, -0.5081, -2.5309)
H (-1.5237, -1.1228, 3.7935)
H (4.6416, 0.7540, 2.0809)
H (4.9804, -1.7560, -2.3094)
H (-0.8862, -0.5529, -3.9180)
H (-0.0840, -1.7245, 4.2695)
H (-0.8018, -1.9403, -2.8439)
H (3.5879, -3.6414, 0.2300)
H (5.9296, -2.8169, -1.2552)
H (-2.7785, 0.7347, -3.7166)
H (-5.3147, 1.4578, -3.5137)
H (-2.3633, 0.3529, 2.1120)
H (-5.7664, 2.1904, -1.9706)
H (-4.8106, 1.2677, -0.0010)
H (-4.4824, 2.8986, -2.9527)

Here are the natural (NBO) charges for atoms 1 to 5, given in e: 0.61 0.63 0.10 0.10 0.09

> What is the total charge in the first record?

+2

> What is the formula in the fifth record?

H18O9